Density functional theory data (the ωB97M-V functional and the def2-TZVPD basis) for a 10-piece molecular cluster, C40H110N10O10 overall.

Positions of all 170 atoms, in Å:
C (0.94413, -3.94214, -2.54204)
O (0.46328, -3.14940, -3.66039)
C (0.95889, -3.53639, -4.95999)
C (1.46192, -2.32875, -5.72553)
C (1.47049, -2.54164, -7.24813)
N (2.81937, -1.86591, -5.30635)
H (1.09786, -4.96339, -2.91144)
H (0.14081, -3.97111, -1.81594)
H (1.89214, -3.49697, -2.24927)
H (1.71321, -4.33379, -4.94096)
H (0.07517, -3.95761, -5.47725)
H (0.79975, -1.45711, -5.62227)
H (1.63650, -1.57505, -7.72285)
H (0.50775, -2.89081, -7.61764)
H (2.27314, -3.23391, -7.51592)
H (3.42964, -2.68830, -5.34934)
H (2.74309, -1.62506, -4.31652)
C (-1.45313, 0.32167, 4.21866)
O (-0.74127, -0.02596, 5.37116)
C (0.54007, 0.60414, 5.39563)
C (1.20564, 0.29871, 6.67133)
C (0.59971, 0.98650, 7.87568)
N (2.62290, 0.66163, 6.45779)
H (-0.77879, 0.41999, 3.35558)
H (-2.02011, 1.24969, 4.33110)
H (-2.10759, -0.52300, 4.00954)
H (1.14715, 0.14305, 4.59857)
H (0.47666, 1.68839, 5.23555)
H (1.14584, -0.77614, 6.85274)
H (-0.32575, 0.46288, 8.16255)
H (0.29732, 2.01368, 7.65971)
H (1.23693, 0.92809, 8.75510)
H (3.18858, 0.55950, 7.29182)
H (2.63185, 1.66741, 6.25210)
C (3.30437, -1.67349, 3.92620)
O (3.68575, -2.03796, 2.64183)
C (3.27449, -3.36379, 2.30858)
C (3.87316, -3.73892, 0.95346)
C (5.32383, -4.10851, 1.14573)
N (3.77095, -2.64252, -0.07319)
H (2.21208, -1.73088, 4.04910)
H (3.51818, -0.61090, 4.04353)
H (3.84561, -2.23312, 4.68972)
H (3.62832, -4.07902, 3.07054)
H (2.16950, -3.38906, 2.24431)
H (3.31180, -4.62162, 0.62380)
H (5.84168, -3.32864, 1.71934)
H (5.84016, -4.15863, 0.18698)
H (5.44406, -5.04361, 1.69224)
H (2.81531, -2.23393, -0.03426)
H (4.27424, -1.83241, 0.34776)
C (1.60611, 5.14724, -4.54030)
O (2.62863, 4.24772, -4.18152)
C (3.02258, 3.39013, -5.19913)
C (2.57774, 1.97790, -5.05775)
C (2.86941, 1.39390, -3.66088)
N (3.34663, 1.10621, -6.02190)
H (1.91060, 5.63513, -5.47566)
H (1.38013, 5.77849, -3.69265)
H (0.65480, 4.63804, -4.78536)
H (2.84748, 3.76671, -6.22802)
H (4.12569, 3.42159, -5.18707)
H (1.50693, 1.78883, -5.27250)
H (2.55493, 0.36565, -3.57292)
H (2.43212, 1.96204, -2.83074)
H (3.95090, 1.47859, -3.50151)
H (3.00195, 0.12873, -5.89958)
H (3.09581, 1.37094, -6.98613)
C (4.39725, 1.41535, 1.83514)
O (3.78098, 2.57584, 2.26169)
C (2.94112, 2.29221, 3.38112)
C (2.43865, 3.56164, 4.00032)
C (1.75862, 4.50464, 3.00267)
N (3.42649, 4.25034, 4.78705)
H (3.65099, 0.61553, 1.70889)
H (5.07343, 1.10325, 2.63809)
H (4.92605, 1.56819, 0.90458)
H (2.09238, 1.70931, 2.96501)
H (3.43566, 1.66730, 4.14558)
H (1.62935, 3.28483, 4.69060)
H (1.52373, 5.47782, 3.43995)
H (0.85467, 4.10445, 2.54290)
H (2.49349, 4.71846, 2.21460)
H (4.37381, 3.95533, 4.58992)
H (3.37997, 5.25023, 4.65958)
C (0.27347, 3.02772, -0.97357)
O (0.53919, 1.63031, -1.09612)
C (0.84405, 1.05819, 0.15038)
C (0.85615, -0.45679, -0.04509)
C (0.83555, -1.16195, 1.28116)
N (2.10592, -0.85947, -0.78329)
H (1.11864, 3.63071, -0.62769)
H (-0.66314, 3.22355, -0.43240)
H (0.08324, 3.35357, -2.01060)
H (1.78331, 1.43840, 0.58548)
H (0.07639, 1.38910, 0.88195)
H (0.03275, -0.70865, -0.71207)
H (0.63893, -2.22099, 1.11500)
H (-0.03262, -0.80358, 1.85064)
H (1.72375, -0.95807, 1.87642)
H (2.86694, -0.27052, -0.41492)
H (2.03197, -0.44486, -1.72398)
C (-2.29857, 1.95887, -5.18546)
O (-2.94991, 1.15562, -4.26735)
C (-2.18164, 0.04813, -3.84819)
C (-3.09766, -0.95623, -3.19456)
C (-2.30746, -2.12901, -2.68943)
N (-4.19122, -1.40995, -4.07613)
H (-1.47622, 2.52192, -4.73777)
H (-3.02236, 2.67000, -5.60065)
H (-1.96841, 1.38864, -6.07359)
H (-1.60554, -0.32662, -4.71081)
H (-1.44809, 0.38836, -3.08693)
H (-3.61976, -0.45275, -2.37187)
H (-1.58564, -2.47011, -3.45105)
H (-3.00033, -2.91889, -2.42461)
H (-1.58094, -1.84374, -1.92115)
H (-4.48517, -0.60668, -4.64268)
H (-3.76295, -2.01258, -4.80172)
C (-2.05615, -3.96454, 0.53205)
O (-2.70721, -4.47762, 1.63680)
C (-3.52324, -5.59128, 1.32753)
C (-3.84648, -6.28641, 2.62154)
C (-2.70224, -7.14779, 3.13872)
N (-5.11337, -7.03402, 2.51012)
H (-2.74997, -3.92423, -0.31681)
H (-1.22792, -4.63277, 0.25077)
H (-1.64342, -2.98125, 0.73448)
H (-4.46113, -5.17803, 0.91591)
H (-3.04691, -6.29372, 0.63024)
H (-3.95742, -5.44217, 3.33607)
H (-3.03128, -7.77772, 3.96160)
H (-1.88655, -6.52087, 3.51524)
H (-2.23324, -7.70040, 2.31803)
H (-5.86238, -6.35371, 2.36808)
H (-5.33524, -7.51007, 3.37642)
C (-3.45724, -0.45768, 0.95447)
O (-4.75971, -0.63546, 1.37927)
C (-5.14966, -1.95744, 1.31672)
C (-6.59455, -2.07695, 0.93707)
C (-7.54448, -1.20988, 1.78420)
N (-6.95249, -3.51701, 0.90502)
H (-3.22500, 0.60022, 0.90211)
H (-3.32125, -0.91657, -0.03968)
H (-2.74637, -0.95657, 1.63482)
H (-4.58624, -2.41627, 0.48528)
H (-4.87442, -2.50455, 2.22858)
H (-6.73873, -1.69378, -0.08380)
H (-7.21716, -0.17443, 1.89123)
H (-7.78848, -1.64868, 2.76293)
H (-8.52992, -1.14543, 1.29389)
H (-7.92073, -3.62501, 0.61457)
H (-6.93157, -3.86658, 1.87145)
C (-2.59791, 5.32408, -1.26207)
O (-1.63249, 5.99272, -0.45483)
C (-0.80326, 6.80657, -1.22917)
C (0.20918, 7.47838, -0.33945)
C (1.16914, 6.49752, 0.28616)
N (-0.31545, 8.39954, 0.67705)
H (-3.09594, 4.56593, -0.65749)
H (-2.11105, 4.79151, -2.09542)
H (-3.34809, 6.01809, -1.66130)
H (-0.25569, 6.19419, -1.95625)
H (-1.39426, 7.60202, -1.70287)
H (0.86420, 8.10825, -0.96359)
H (1.85417, 6.94862, 0.99587)
H (1.78693, 6.02870, -0.49288)
H (0.65917, 5.63411, 0.72273)
H (-1.14147, 8.89056, 0.34697)
H (-0.57333, 7.91784, 1.53180)

## Properties
- structure (SMILES) = COC[C@H](C)N.COC[C@H](C)N.COC[C@H](C)N.COC[C@H](C)N.COC[C@H](C)N.COC[C@H](C)N.COC[C@H](C)N.COC[C@H](C)N.COC[C@H](C)N.COC[C@H](C)N
- spin multiplicity = 1
- HOMO-LUMO gap (eV) = 9.6
- relative energy (zero: lowest compared OMol25 entry of this formula, charge and spin) (kcal per mole) = 49.5
- highest occupied orbital energy (eV) = -9.02
- maximum force (eV Å⁻¹) = 2.69
- LUMO (hartree) = 0.0205